# 1
The following is a quantum chemistry calculation of a structure of composition C49H50ClN6O5OsS4 at a distorted geometry, from the OMol25 dataset.

<S²>: 6.07
LUMO level (spin up / spin down): -8.81 / -10.57 eV
Total charge: +3
Relative energy (zero: lowest compared OMol25 entry of this formula, charge and spin): 68.1 kcal per mole
E: -4744.00980 Eh
Multiplicity: 5

```
116
Properties=species:S:1:pos:R:3:forces:R:3
Os 12.76879 14.12086 16.87827 -0.94 0.10 -1.37
N 12.55616 14.33056 18.78301 -0.33 -0.05 -0.72
S 13.08352 14.09197 20.15225 0.39 -0.46 0.31
N 13.82186 12.72547 20.42540 0.04 -0.68 0.06
S 13.56792 11.36353 19.69071 1.94 2.11 -0.04
N 12.21906 11.04797 19.11994 -1.94 -0.40 -0.04
S 11.57279 11.32845 17.66933 0.18 0.98 0.00
N 12.28988 12.15443 16.63814 0.19 0.82 0.51
C 9.96551 11.99172 18.01107 -0.37 -0.34 0.20
C 9.46978 12.34353 19.26585 0.92 0.14 -0.25
C 8.26234 13.04367 19.33691 0.46 0.02 0.71
C 7.57505 13.28825 18.16422 0.14 0.34 -0.80
C 8.07087 12.90315 16.89921 -0.35 0.06 1.18
C 9.24979 12.20601 16.83052 0.18 0.29 0.16
C 11.32560 9.72343 17.09092 0.12 -0.35 -0.87
C 11.69531 9.35327 15.78892 0.15 -0.50 -0.22
C 11.40888 8.02979 15.40872 -0.48 0.55 -0.25
C 10.69687 7.20947 16.27351 1.13 -0.02 0.19
C 10.43123 7.57718 17.58296 -0.64 -0.22 -0.32
C 10.71489 8.86049 17.98419 -0.28 -0.26 1.17
C 14.84326 11.26376 18.43672 -0.54 0.20 0.45
C 15.88645 12.15199 18.57691 2.80 -0.49 -0.45
C 17.13233 11.81300 17.91844 -2.42 0.10 -0.03
C 17.12092 10.68569 17.12207 1.18 -0.46 -1.35
C 15.98361 9.91514 16.84569 -1.63 -0.93 0.56
C 14.80046 10.17711 17.54920 1.22 0.63 0.82
C 14.00958 10.18936 20.88432 -0.87 0.37 -0.56
C 13.48517 8.93479 20.67173 -0.44 -0.88 -0.49
C 14.05109 7.88331 21.38237 -0.21 0.65 0.12
C 15.07779 8.15427 22.25852 -0.09 0.86 -0.43
C 15.53301 9.44844 22.47268 -0.55 -0.07 0.22
C 14.96086 10.51356 21.83252 0.65 1.38 0.01
C 14.22146 15.24502 20.78318 0.58 -1.20 1.75
C 14.77531 14.99604 22.08188 -0.09 1.03 -1.13
C 15.42083 16.06188 22.69075 -0.78 -0.37 -0.64
C 15.47848 17.30311 22.06469 -0.94 0.60 -1.54
C 14.93673 17.50858 20.75068 1.39 -0.75 2.39
C 14.33769 16.43460 20.12727 -0.32 0.90 -0.43
C 11.80226 14.12646 21.35293 -0.54 0.02 -1.16
C 10.79353 15.04928 21.22374 -0.15 1.25 -0.52
C 9.70876 15.00240 22.06802 -0.29 -0.63 0.48
C 9.56600 13.96124 22.95426 1.20 -0.80 0.77
C 10.64914 13.08355 23.11521 -1.74 -0.86 0.79
C 11.71641 13.12231 22.27771 0.05 0.63 0.21
H 10.10678 12.16491 20.13593 -0.40 0.07 -0.12
H 7.96821 13.46807 20.32322 -0.09 -0.58 -1.00
H 6.67143 13.86782 18.16946 -0.32 0.12 0.20
H 7.54528 13.19819 16.00781 -0.21 -0.17 -0.14
H 9.64246 11.89285 15.87929 0.18 -0.05 -0.22
H 12.22392 10.03011 15.09322 -0.44 -0.25 0.68
H 11.63104 7.61903 14.41474 0.12 0.53 0.44
H 10.52045 6.20771 15.96497 -0.42 -0.64 -0.23
H 9.92806 6.87014 18.23404 0.13 0.17 0.07
H 10.47305 9.14908 19.02725 0.16 0.05 -0.89
H 15.91580 12.99836 19.25666 -0.42 -0.18 -0.13
H 18.01910 12.43502 17.93033 -0.19 0.02 0.41
H 18.06868 10.40774 16.61837 -0.70 0.14 0.35
H 15.92021 9.00175 16.21128 0.77 0.94 0.36
H 13.93018 9.53738 17.62074 0.15 -0.23 -0.60
H 12.64053 8.79548 19.96435 0.83 0.00 0.52
H 13.69430 6.88492 21.32156 -0.37 -0.61 -0.28
H 15.50758 7.37100 22.79986 0.64 -1.11 0.73
H 16.26597 9.66392 23.19807 0.84 -0.07 0.76
H 15.26704 11.57623 22.06900 -0.37 -1.48 -0.59
H 14.73260 14.08540 22.66914 -0.40 -0.16 -0.54
H 15.72002 15.84468 23.69002 0.64 0.50 0.57
H 15.83195 18.19053 22.56455 0.37 -0.11 0.23
H 15.05404 18.48561 20.32296 -0.19 0.12 -0.37
H 13.88361 16.54360 19.16094 -0.12 0.06 -0.29
H 10.80307 15.83192 20.47018 0.30 -0.09 0.03
H 8.94752 15.73190 22.10418 -0.65 0.89 -0.60
H 8.69484 13.80952 23.57665 -0.05 0.33 -0.01
H 10.58864 12.28208 23.85855 0.00 0.33 -0.25
H 12.48202 12.42627 22.36165 1.23 -1.20 0.23
C 13.02519 11.31914 8.94292 -0.78 -0.03 -0.46
C 13.27594 11.74230 10.37346 0.51 -1.20 -2.01
C 14.24334 11.11452 11.13015 -1.18 0.24 -1.81
C 14.46685 11.46592 12.42636 1.48 -1.00 0.76
C 15.53743 10.65737 13.14726 -0.73 1.47 0.58
C 13.71294 12.55650 13.01465 -0.74 0.51 -0.52
C 13.95337 12.90920 14.34661 0.07 -0.50 0.57
O 13.38289 13.92173 14.90420 -0.39 0.87 1.11
C 12.71695 13.17835 12.22847 0.16 -0.27 1.00
C 11.85633 14.22926 12.76716 -0.52 1.22 -0.27
C 12.49010 12.75209 10.93994 -0.29 0.11 -0.18
H 12.36519 11.98080 8.31371 0.45 -0.46 1.08
H 12.56908 10.29927 8.92891 0.35 0.64 -0.06
H 13.95154 11.27910 8.37930 0.28 -0.25 0.05
H 14.72746 10.32654 10.58527 0.66 -0.38 0.43
H 15.65134 9.80440 12.56556 0.37 -1.71 -0.98
H 15.25186 10.31010 14.15384 0.23 0.54 -0.21
H 16.52850 11.14991 13.11992 -0.51 0.12 0.43
H 14.54604 12.23163 14.94584 0.30 0.07 0.22
H 11.37278 13.95448 13.70193 -0.18 -0.07 -0.11
H 11.14561 14.64046 12.02583 0.14 -0.63 0.30
H 12.50738 15.05678 12.99784 0.14 0.39 0.38
H 11.68790 13.14475 10.32285 -0.01 0.24 0.26
C 9.91317 17.47621 12.84306 2.07 1.05 -0.01
N 10.16589 16.41090 13.81573 -1.28 -0.35 -0.02
C 11.06728 16.52929 14.76529 -0.23 -1.50 0.77
S 10.77545 15.48775 16.17840 1.05 -0.87 0.48
N 12.09848 17.30511 14.67975 1.47 1.11 0.10
C 12.89597 17.66346 13.48415 0.67 -0.82 0.26
H 8.90299 17.49389 12.51437 -0.75 -0.38 -0.33
H 10.64961 17.38960 11.98091 -1.27 0.25 0.91
H 10.08583 18.45093 13.38162 -0.03 -0.85 -0.72
H 9.46720 15.66806 13.98150 0.61 0.78 -0.34
H 12.58244 17.49028 15.54742 0.00 -0.30 0.12
H 12.88073 18.72759 13.28575 -0.35 0.11 -0.21
H 12.54708 17.03917 12.64166 0.42 0.68 0.38
H 13.95677 17.40422 13.74832 -1.01 0.06 -0.42
O 13.78578 15.89883 16.92166 -0.82 0.82 -0.78
Cl 15.27590 15.98634 16.56361 0.99 -1.29 2.49
O 15.42217 16.05287 15.16221 -0.05 0.54 -0.22
O 15.68858 17.15271 17.30201 -0.01 -1.33 -1.26
O 15.80806 14.71211 17.07632 -0.28 1.71 -0.55
```
Positions in Å, forces in eV/Å.

Results of the Mulliken charge analysis, in e, for atoms 1 through 6:
1 Os 1.638
2 N 0.167
3 S 1.515
4 N -0.138
5 S 1.240
6 N -0.172

***

# 2
The following is a quantum chemistry calculation of an isolated molecule of C16H24O2 at a distorted geometry, from the OMol25 dataset.

LUMO level: 0.37 eV
Total charge: 0
Relative energy (zero: lowest compared OMol25 entry of this formula, charge and spin): 55.3 kcal per mole
E: -774.45541 Eh

```
42
Properties=species:S:1:pos:R:3:forces:R:3
C 4.25890 1.99689 -1.06069 1.32 0.22 0.21
C 3.73757 0.54936 -1.35553 0.42 0.00 -0.07
C 2.22314 0.58241 -1.33306 -0.93 -0.28 1.68
C 1.52448 0.25465 -0.18360 0.00 1.25 -2.84
C 2.24982 -0.28899 1.04555 -1.44 -1.26 0.84
C 1.22057 -0.75962 2.14534 0.09 1.33 -0.60
C -0.03713 0.10559 2.26007 -0.79 1.52 1.30
C 0.22922 1.61196 2.75350 3.15 -2.31 -1.18
C -1.20961 -0.35884 3.17687 -1.07 -2.44 -0.54
O -1.17467 -0.06418 4.59864 0.16 -1.07 -0.76
C -2.55633 0.14282 2.49052 0.73 0.62 1.18
C -2.14692 0.44007 1.08542 -1.36 0.66 -2.47
C -0.71599 -0.05701 0.90392 -0.99 2.54 0.99
C -0.01535 0.64717 -0.19391 0.39 -2.16 -0.56
C -0.85396 0.54905 -1.52492 2.42 -1.26 0.86
C -0.12137 1.32683 -2.58178 0.53 -0.87 -1.51
C 1.48229 1.04433 -2.54089 -0.10 -0.93 -4.03
O 2.06110 0.94902 -3.66889 -1.55 0.84 3.46
H 3.54466 2.44035 -0.35281 0.25 0.38 -0.38
H 5.23948 1.92985 -0.48540 -1.03 0.17 -0.87
H 4.44708 2.67811 -1.99606 -0.68 -1.45 1.75
H 4.08951 -0.21357 -0.59085 -0.25 1.18 -0.91
H 4.16886 0.28182 -2.32624 -0.47 -0.33 0.14
H 2.86985 -1.25513 0.84944 -0.69 2.10 0.02
H 2.81187 0.50825 1.53307 0.58 -0.10 -0.45
H 1.71889 -0.86344 3.06506 0.82 -0.02 1.33
H 0.95395 -1.73060 1.84277 -0.83 -1.43 -0.20
H 1.12792 1.97168 2.18753 -0.78 0.14 0.47
H 0.48342 1.65100 3.81448 0.03 -0.42 -0.09
H -0.55600 2.27045 2.62795 -1.84 1.21 -0.63
H -1.19924 -1.46079 2.92780 -0.12 0.50 1.12
H -1.44229 -0.86260 5.11188 0.33 0.92 -0.83
H -3.41734 -0.54830 2.45699 0.58 0.15 0.82
H -2.81829 1.09409 3.00487 -0.21 -0.77 -0.17
H -2.32739 1.54554 0.88011 0.56 -1.24 -0.11
H -2.73821 -0.15460 0.29440 0.33 1.15 1.29
H -0.91369 -1.05374 0.66495 0.61 -2.15 -0.15
H -0.14169 1.65552 0.06899 0.49 1.82 0.32
H -1.04884 -0.48682 -1.89752 0.58 0.43 0.61
H -1.81462 0.92643 -1.33414 -1.20 0.82 0.26
H -0.52412 0.83794 -3.52524 1.14 1.11 0.51
H -0.44409 2.39247 -2.61312 0.80 -0.57 0.18
```
Positions in Å, forces in eV/Å.

Results of the natural (NBO) charge analysis, in e, for atoms 1 through 6:
1 C -0.612
2 C -0.442
3 C -0.114
4 C 0.100
5 C -0.450
6 C -0.385